# 1
{
  "formula": "C14H25MoN4O4S3",
  "method": "ωB97M-V/def2-TZVPD",
  "e_tot_ha": -2331.095235,
  "de_lowest_kj_mol": 19.97,
  "e_homo_ev": -11.4,
  "total_charge": 1,
  "elements": ["Mo", "C", "C", "N", "C", "C", "S", "C", "C", "N", "H", "H", "H", "H", "H", "H", "H", "H", "H", "H", "H", "H", "H", "H", "C", "C", "C", "C", "C", "H", "H", "H", "H", "H", "S", "C", "N", "C", "C", "N", "H", "H", "H", "H", "H", "H", "O", "S", "O", "O", "O"],
  "coordinates": [[-0.3440, -0.5700, -0.8893], [1.9957, -2.6662, -0.4192], [1.7833, -1.9270, 0.8955], [1.2206, -0.5704, 0.6997], [2.2699, 0.4781, 0.5350], [3.0480, 0.3352, -0.7557], [1.8462, 0.2249, -2.1084], [2.3515, -1.2455, -3.0402], [1.3812, -2.3941, -2.8030], [0.9001, -2.4086, -1.3996], [2.0720, -3.7377, -0.2253], [2.9346, -2.3749, -0.8791], [2.7307, -1.8741, 1.4392], [1.0856, -2.4725, 1.5291], [0.8265, -0.2740, 1.6144], [2.9406, 0.4435, 1.3971], [1.7532, 1.4372, 0.5537], [3.7083, -0.5292, -0.7579], [3.6578, 1.2216, -0.9221], [3.3781, -1.4871, -2.7713], [2.3450, -0.9704, -4.0929], [1.8628, -3.3427, -3.0589], [0.5031, -2.2685, -3.4348], [0.2521, -3.1833, -1.3347], [-1.3982, -2.1837, 0.2403], [-1.7666, -0.9479, 0.8474], [-2.5441, -0.2389, -0.0930], [-2.6712, -1.0166, -1.2597], [-1.9418, -2.2039, -1.0883], [-0.8807, -2.9953, 0.7249], [-1.5158, -0.6265, 1.8473], [-2.9222, 0.7641, 0.0119], [-3.1372, -0.6864, -2.1736], [-1.8777, -3.0011, -1.8129], [-0.0635, 0.5490, 3.5107], [-1.0044, 1.8882, 3.0880], [-1.5589, 2.7227, 3.9812], [-2.5011, 3.6421, 3.3458], [-2.0190, 3.5937, 1.8917], [-1.3440, 2.2939, 1.8549], [-1.5886, 2.4691, 4.9540], [-2.4371, 4.6387, 3.7747], [-3.5252, 3.2745, 3.4446], [-1.3091, 4.3952, 1.6771], [-2.8311, 3.6392, 1.1702], [-0.8890, 1.9564, 1.0146], [-0.1797, 2.6604, -2.9397], [-1.0010, 1.7501, -2.2193], [-0.3841, 1.4623, -0.7815], [-0.8232, 0.2904, -2.7262], [-2.3884, 2.0663, -2.0564]],
  "atomic_forces_ev_per_a": [[0.024, -0.327, 0.022], [-0.001, -0.064, -0.026], [-0.039, 0.034, 0.013], [0.441, 0.145, 0.164], [-0.059, -0.019, 0.001], [0.030, -0.010, 0.022], [0.025, 0.046, -0.029], [-0.030, 0.020, -0.004], [0.011, -0.048, -0.014], [0.022, 0.098, -0.029], [0.019, 0.004, -0.006], [-0.003, 0.008, 0.006], [0.001, -0.022, 0.003], [0.006, 0.003, 0.012], [-0.487, -0.180, -0.134], [0.028, 0.020, -0.021], [0.006, -0.004, -0.003], [0.005, 0.013, 0.001], [0.005, -0.002, 0.004], [0.004, 0.006, -0.002], [0.023, -0.010, -0.001], [-0.016, -0.006, 0.005], [-0.010, -0.007, 0.011], [-0.007, -0.002, -0.022], [0.071, 0.069, -0.032], [-0.062, -0.086, 0.090], [-0.120, -0.002, -0.065], [0.048, 0.246, -0.007], [0.017, -0.075, 0.026], [0.023, 0.012, 0.005], [-0.002, 0.000, 0.001], [0.021, 0.006, 0.007], [-0.001, 0.014, 0.006], [-0.003, -0.008, 0.015], [0.116, 0.104, 0.045], [0.052, -0.053, -0.042], [-0.018, -0.008, 0.008], [0.008, 0.019, 0.005], [0.008, -0.025, -0.013], [-0.025, 0.008, 0.016], [0.009, 0.012, -0.001], [-0.004, -0.002, 0.001], [0.001, -0.003, -0.003], [-0.004, 0.006, 0.000], [0.000, 0.005, 0.002], [0.005, 0.032, 0.022], [0.100, -0.079, 0.041], [-0.118, 0.139, 0.072], [-0.105, 0.036, -0.099], [-0.005, -0.012, -0.089], [-0.012, -0.051, 0.014]],
  "lowdin_charge": [1.514, -0.150, -0.162, -0.191, -0.247, -0.365, 1.037, -0.366, -0.223, -0.181, 0.140, 0.095, 0.138, 0.115, -0.024, 0.135, 0.114, 0.080, 0.099, 0.086, 0.097, 0.135, 0.124, 0.100, -0.200, -0.171, -0.126, -0.099, -0.167, 0.118, 0.040, 0.117, 0.137, 0.126, 0.655, -0.837, 0.022, -0.123, -0.114, 0.039, 0.138, 0.122, 0.123, 0.127, 0.124, 0.081, -0.258, 0.361, -0.546, -0.518, -0.272]
}

# 2
{
  "formula": "C14H25NO5",
  "method": "ωB97M-V/def2-TZVPD",
  "e_tot_ha": -978.992869,
  "de_lowest_kj_mol": 1120.60,
  "e_homo_ev": -5.8,
  "total_charge": 0,
  "elements": ["O", "C", "O", "C", "C", "C", "C", "C", "C", "C", "N", "C", "C", "O", "O", "C", "H", "H", "H", "H", "H", "H", "H", "H", "H", "H", "H", "H", "H", "H", "H", "H", "H", "H", "C", "C", "C", "O", "H", "H", "H", "H", "H", "H", "H"],
  "coordinates": [[-6.6150, 2.1728, -0.1529], [-5.4728, 1.8894, 0.4839], [-4.5653, 0.7766, 0.0484], [-3.4188, 0.8943, 0.9661], [-2.1727, -0.1460, 0.6194], [-1.0195, 0.1502, 1.7884], [-0.4744, -1.2076, 2.5281], [1.1433, -1.4084, 2.3536], [1.3162, -1.8518, 0.7837], [2.2135, -0.6965, 0.0428], [2.6245, 0.1530, 1.0587], [3.4742, 1.3114, 0.5313], [4.6293, 1.8121, 1.5835], [4.4084, 2.5967, 2.6615], [6.0209, 1.3416, 1.3501], [2.1590, -0.1296, 2.4969], [-5.1230, 2.5678, 1.4002], [-3.6874, 0.6983, 2.1013], [-2.9572, 1.9895, 0.9360], [-2.4931, -1.2732, 0.5932], [-1.7370, 0.1010, -0.4622], [-1.4884, 0.8811, 2.5956], [-0.1732, 0.7569, 1.2479], [-0.9966, -2.1327, 1.9860], [-0.8194, -1.2963, 3.6671], [1.5224, -2.3172, 2.9858], [2.0614, -2.7799, 0.8570], [0.4156, -2.3301, 0.2039], [2.4839, -0.5988, -1.0924], [4.0309, 0.8913, -0.4376], [2.7799, 2.1958, 0.1506], [6.0684, 0.8041, 0.4992], [1.5538, 0.7638, 2.9945], [3.0351, -0.4286, 3.2434], [-1.2908, -1.6612, -3.4708], [-0.9254, -0.1722, -3.3514], [-0.2247, 0.2839, -4.6421], [-0.0659, -0.0437, -2.3558], [-0.4108, -2.2987, -3.6281], [-1.8094, -2.0204, -2.5728], [-1.9641, -1.8208, -4.3214], [-1.8813, 0.3698, -3.3214], [0.6952, -0.2809, -4.8431], [0.0374, 1.3488, -4.6016], [-0.8871, 0.1442, -5.5047]],
  "atomic_forces_ev_per_a": [[7.685, -2.186, 4.178], [-4.975, 0.495, -4.056], [-1.345, 3.845, 3.011], [2.340, -0.472, 0.921], [-0.092, 0.843, -0.425], [-0.649, 0.309, -0.279], [-0.297, -0.216, 0.191], [-0.570, -0.711, -1.587], [2.331, -1.246, -0.519], [-1.489, -0.110, 4.297], [-0.174, -1.318, -3.687], [1.064, 0.667, -0.790], [0.720, 3.113, 5.153], [1.289, -5.521, -7.550], [-4.072, 0.482, -0.755], [-1.290, -0.592, 1.549], [-0.492, -1.747, -1.946], [0.034, 0.291, -2.291], [-0.979, -2.236, -0.145], [0.372, 2.222, 0.313], [-0.708, -0.540, 2.236], [1.016, -1.528, -1.591], [-1.422, -1.279, 1.111], [1.308, 1.920, 1.228], [0.891, 0.479, -2.455], [-0.763, 1.953, -1.019], [-1.199, 1.856, -0.533], [1.592, 1.742, 0.992], [-0.752, 0.016, 2.253], [-1.263, 0.992, 2.203], [1.528, -1.770, 1.272], [-0.286, 0.992, 1.484], [1.606, -1.551, -1.511], [-1.552, 0.890, -2.086], [-0.744, -0.327, -0.670], [1.006, -1.430, -1.331], [-0.488, 0.131, -0.865], [1.328, 0.932, 2.967], [0.057, 0.312, 0.081], [0.100, 0.187, -0.010], [-0.114, -0.195, -0.033], [-0.369, 0.440, 0.407], [-0.147, -0.034, 0.294], [-0.063, -0.170, 0.180], [0.026, 0.068, -0.189]],
  "lowdin_charge": [-0.046, -0.142, -0.093, -0.245, -0.143, -0.189, -0.170, -0.253, -0.084, 0.129, -0.078, -0.031, -0.234, -0.005, 0.012, -0.064, 0.165, 0.130, 0.139, 0.116, 0.113, 0.113, 0.109, 0.117, 0.127, 0.144, 0.139, 0.148, 0.176, 0.146, 0.178, 0.119, 0.158, 0.157, -0.111, -0.746, -0.113, -0.334, 0.061, 0.050, 0.057, 0.106, 0.061, 0.058, 0.056]
}

# 3
{
  "formula": "C14H26AlN3OP2",
  "method": "ωB97M-V/def2-TZVPD",
  "e_tot_ha": -1713.445071,
  "de_lowest_kj_mol": 466.26,
  "e_homo_ev": -6.4,
  "total_charge": 0,
  "elements": ["C", "C", "C", "C", "C", "C", "C", "C", "Al", "P", "N", "P", "O", "H", "H", "H", "H", "H", "H", "H", "H", "H", "H", "H", "H", "H", "H", "H", "C", "C", "N", "C", "C", "N", "C", "C", "H", "H", "H", "H", "H", "H", "H", "H", "H", "H", "H"],
  "coordinates": [[-2.7543, 0.3179, -0.5200], [-2.7798, -1.2165, -1.0365], [-3.7253, -1.4773, -2.2599], [-3.8057, -2.8961, -2.8729], [-2.9757, -4.0431, -2.2569], [-2.0628, -3.7760, -1.0055], [-1.9222, -2.3508, -0.3690], [-1.0087, -2.0370, 0.8997], [0.4465, -3.4153, 1.3000], [2.5270, -2.4885, 0.6547], [2.3128, -2.0556, -0.9115], [0.3566, -3.9419, 3.5864], [-0.1783, -2.7767, 4.4811], [-2.1962, 0.9928, -1.2772], [-2.3118, 0.3768, 0.5316], [-3.8343, 0.7197, -0.5075], [-4.3662, -0.6441, -2.7268], [-4.4529, -3.1530, -3.7835], [-3.0160, -5.1085, -2.6820], [-1.5160, -4.6885, -0.6001], [-1.6800, -1.9509, 1.8283], [-0.4987, -1.0148, 0.7445], [0.3189, -4.7851, 0.5141], [2.8386, -1.3128, 1.4321], [3.5815, -3.4759, 0.6560], [2.9747, -2.5666, -1.5154], [1.5900, -4.4953, 4.0888], [-0.6203, -5.0168, 3.7039], [1.6757, 1.7015, 1.9598], [0.9004, 1.7774, 0.6574], [1.2968, 2.9301, -0.1599], [1.7557, 2.8786, -1.4605], [1.9599, 4.1645, -1.8585], [1.6230, 4.9688, -0.7896], [1.2209, 4.2042, 0.2287], [1.6792, 6.4255, -0.7503], [1.5149, 2.5922, 2.5737], [1.3573, 0.8313, 2.5374], [2.7485, 1.6186, 1.7679], [-0.1713, 1.8656, 0.8539], [1.0606, 0.8641, 0.0775], [1.8722, 1.9245, -1.9461], [2.2994, 4.6134, -2.7752], [0.8910, 4.5578, 1.1951], [2.3928, 6.7320, 0.0158], [0.6883, 6.8127, -0.5070], [1.9933, 6.8170, -1.7172]],
  "atomic_forces_ev_per_a": [[-0.406, -0.817, -0.535], [-0.635, -1.827, -1.460], [2.053, -3.127, 1.231], [2.171, 0.166, 2.664], [0.351, 3.422, 1.877], [-2.114, 2.340, -1.839], [-2.197, -0.529, -2.766], [-0.871, 0.420, -0.620], [-0.598, 0.160, -0.537], [-0.516, -0.074, -1.887], [0.461, -0.176, 0.387], [-1.613, 1.763, 1.819], [1.077, -1.402, -1.169], [-0.590, -1.133, 1.313], [-0.577, 0.018, -1.548], [1.626, -0.686, 0.136], [1.221, -1.345, 0.960], [1.002, 0.689, 1.562], [0.019, 1.908, 0.699], [-0.689, 1.686, -0.458], [0.889, -0.004, -1.251], [-0.844, -1.360, 0.194], [0.196, -0.188, -0.024], [0.700, -0.517, 0.135], [-0.062, 0.748, 0.832], [-0.445, 0.516, 0.408], [-0.507, -0.226, -0.076], [0.925, 0.009, -0.017], [0.247, 0.213, 0.067], [-0.291, -0.620, 0.435], [0.062, 0.375, -0.187], [-0.132, 0.135, 0.340], [-0.108, 0.031, 0.346], [-0.084, -0.117, 0.067], [0.200, -0.380, -0.526], [-0.045, 0.198, 0.208], [-0.045, -0.091, 0.024], [-0.016, 0.071, -0.115], [-0.088, -0.082, 0.007], [0.084, -0.049, -0.118], [0.002, 0.205, -0.149], [0.069, 0.043, -0.126], [0.027, -0.221, -0.050], [0.045, -0.066, -0.153], [-0.061, 0.058, -0.130], [0.141, 0.030, -0.072], [-0.040, -0.168, 0.101]],
  "lowdin_charge": [-0.116, -0.170, -0.062, -0.110, -0.084, -0.037, -0.179, -0.276, 0.095, 0.497, -0.464, 0.494, -0.657, 0.072, 0.052, 0.074, 0.087, 0.078, 0.082, 0.038, 0.072, 0.030, -0.092, -0.098, -0.056, -0.086, -0.067, -0.050, -0.063, -0.164, -0.036, 0.030, 0.006, -0.101, -0.010, 0.017, 0.070, 0.090, 0.086, 0.125, 0.118, 0.146, 0.135, 0.174, 0.105, 0.105, 0.101]
}